Entry 1:
Here is the ion C4HClNO3 with charge -1 at a distorted geometry from the OMol25 dataset. Energies are from ωB97M-V/def2-TZVPD.

Output
* net charge: -1
* gap between HOMO and LUMO: 8.490 eV
* maximum force: 3.52 eV Å⁻¹
* ΔE to the lowest compared entry with this formula, charge and spin: 135.2 kJ/mol
* molar mass: 146.51 g/mol

Geometry as XYZ:
```
10
Properties=species:S:1:pos:R:3:forces:R:3
Cl 1.414562 -0.627968 1.773770 0.98 -0.23 0.17
O 2.255718 -0.268488 -1.281156 0.58 0.13 0.00
O -1.705277 0.535512 -0.617914 3.30 -0.87 0.85
O 0.668307 -0.087476 -2.870464 -0.83 0.21 -2.57
N -2.040710 0.430436 0.645819 -0.63 0.24 0.77
C 1.137442 -0.061665 -1.776468 0.20 -0.42 2.28
C 0.214855 0.118818 -0.558074 -2.93 0.48 0.43
C 0.161664 -0.108026 0.745290 -0.03 0.24 -0.15
C -1.081560 0.099101 1.452584 0.39 0.23 -3.23
H -1.025002 -0.030246 2.486613 -1.03 -0.01 1.45
```
Forces are in eV/Å.

***

Entry 2:
Here is the molecule C4HF3S at a distorted geometry from the OMol25 dataset. Energies are from ωB97M-V/def2-TZVPD.

Output
* net charge: 0
* gap between HOMO and LUMO: 7.929 eV
* maximum force: 4.40 eV Å⁻¹
* ΔE to the lowest compared entry with this formula, charge and spin: 0.0 kJ/mol
* molar mass: 138.11 g/mol

Geometry as XYZ:
```
9
Properties=species:S:1:pos:R:3:forces:R:3
S 1.854517 -0.958677 -0.020963 -0.80 0.96 -0.19
F -1.860237 0.304481 -0.797274 2.93 -1.43 -0.32
F -1.286895 -0.074948 1.176176 1.03 0.06 0.19
F -0.906566 -1.678915 -0.165460 -0.14 0.89 -1.14
C 0.705499 1.548384 -0.087306 -0.34 3.15 -0.02
C -0.807380 -0.344668 -0.083238 -3.92 -0.33 1.98
C 0.570888 2.779538 -0.022060 -0.55 -2.30 0.96
C 0.631412 0.117331 -0.126893 0.87 0.40 -0.52
H 0.208488 3.779759 0.331413 0.91 -1.40 -0.94
```
Forces are in eV/Å.

***

Entry 3:
Here is a structure of composition C4HF7O3S at a distorted geometry from the OMol25 dataset. Energies are from ωB97M-V/def2-TZVPD.

Output
* net charge: 0
* gap between HOMO and LUMO: 11.269 eV
* maximum force: 3.95 eV Å⁻¹
* ΔE to the lowest compared entry with this formula, charge and spin: 49.9 kJ/mol
* molar mass: 262.10 g/mol

Geometry as XYZ:
```
16
Properties=species:S:1:pos:R:3:forces:R:3
S 2.331595 0.625575 -0.179338 2.23 0.76 2.23
F -2.635688 -1.139856 -0.653801 0.20 0.70 0.00
F -2.512356 0.875554 -1.319468 -0.32 0.83 0.46
F -0.117554 -2.011163 -1.085901 -0.41 0.38 0.08
F -1.004768 -2.053436 0.906065 0.21 0.31 -0.55
F 0.977991 -1.322521 0.638027 0.05 -1.32 0.75
F -2.849640 0.385922 0.883240 0.40 0.38 -1.88
F 3.171798 -0.347729 0.758734 -0.92 0.86 -1.10
O 1.286807 1.145076 0.923517 0.87 -0.84 -0.42
O 1.672926 -0.037564 -1.198056 -0.10 -1.04 -1.94
O 3.150167 1.726316 -0.425074 1.18 0.85 -0.28
C -0.679095 0.070203 -0.002556 -1.17 1.04 0.12
C -0.228827 -1.325518 0.049499 1.03 -1.66 1.42
C -2.188802 0.092133 -0.310385 0.05 -0.74 1.39
C 0.028010 1.122725 0.457715 -3.60 1.63 0.04
H -0.402562 2.194282 0.557789 0.30 -2.15 -0.33
```
Forces are in eV/Å.